No. 1
Computed, not measured: a molecular structure, C31H37Br3F5INO2Si4V, with ωB97M-V/def2-TZVPD.

Results
LUMO level (alpha / beta)	-7.23 / -7.23	eV
orbital gap (alpha / beta)	5.88 / 5.88	eV
net charge	+2
HOMO (alpha / beta)	-13.1 / -13.1	eV
electronic energy	-327331.0665	eV

Each line ends with the Löwdin charge.
Element x y z (Å)
V  -0.97782  0.09068  1.24907  0.641
C  -1.64172  3.57408  0.61477  0.016
C  -2.60542  2.47528  0.32257  -0.270
C  -3.96382  2.77068  0.07637  0.031
C  -4.88372  1.76948  -0.08293  0.026
C  -4.45642  0.42248  -0.05343  -0.189
C  -5.28192  -0.72132  -0.17073  -0.582
Br  -7.14842  -0.53442  -0.42603  0.866
C  -4.73382  -1.98602  -0.12973  -0.129
C  -3.35842  -2.15772  -0.01493  -0.544
Br  -2.62632  -3.89962  -0.01033  0.900
C  -2.48282  -1.08382  0.09307  -0.441
O  -1.17712  -1.20722  0.13607  -0.291
C  -3.06812  0.21368  0.11467  -0.243
N  -2.18952  1.22358  0.32297  0.013
H  -1.85242  4.43408  -0.01903  0.102
H  -0.61492  3.23968  0.46297  0.075
H  -1.75602  3.89808  1.65097  0.106
H  -4.26392  3.80608  0.04107  0.134
H  -5.92862  1.99638  -0.22033  0.104
H  -5.36972  -2.85532  -0.20303  0.112
F  -1.08362  -0.70402  7.88007  0.166
C  -0.97202  -0.30172  6.62537  -0.114
C  -0.83172  -1.24852  5.60657  -0.127
F  -0.76862  -2.54712  5.87517  0.148
C  -0.75192  -0.80822  4.29997  -0.113
F  -0.63362  -1.66322  3.23177  0.051
C  -0.78972  0.54558  3.94217  -0.235
O  -0.75532  0.83778  2.67997  -0.175
C  -0.89582  1.47568  4.98477  -0.109
F  -0.91812  2.77138  4.65667  0.131
C  -0.99252  1.06148  6.30927  -0.119
F  -1.09502  1.96228  7.27017  0.166
C  1.45018  2.06828  -2.43923  -0.213
Si  1.95698  0.28998  -1.95533  0.448
C  3.84788  -0.00412  -2.00083  -0.202
C  1.13268  -0.97922  -3.13143  -0.228
Si  1.22798  0.30468  0.40217  0.760
Si  2.83698  0.87758  2.18617  0.453
C  2.32828  2.64858  2.68837  -0.204
C  4.66998  0.83308  1.65477  -0.216
C  2.56978  -0.44332  3.56747  -0.194
Si  1.51768  -3.87362  0.37597  0.977
C  0.57788  -4.26582  1.94947  -0.162
C  3.33918  -3.38922  0.49767  -0.140
C  0.79258  -4.06142  -1.34143  -0.166
H  1.71348  2.30118  -3.46643  0.039
H  1.92888  2.81078  -1.80873  0.026
H  0.37518  2.19268  -2.33923  -0.015
H  4.26388  0.34328  -2.94073  0.040
H  4.10808  -1.05492  -1.91973  0.011
H  4.36628  0.52308  -1.20963  0.001
H  0.90318  -0.50312  -4.08033  0.008
H  0.19898  -1.36172  -2.73273  -0.024
H  1.77578  -1.82182  -3.36483  0.024
H  2.56548  3.35098  1.89377  0.031
H  2.85628  2.98758  3.57567  0.041
H  1.26058  2.72148  2.88487  0.001
H  4.89968  1.64788  0.97707  0.027
H  4.94458  -0.09662  1.16797  0.013
H  5.32028  0.94818  2.51607  0.037
H  1.77348  -1.13442  3.30167  -0.015
H  2.30238  0.01318  4.51577  0.035
H  3.46998  -1.02422  3.74087  0.032
H  1.08728  -3.91742  2.84807  0.047
H  0.42598  -5.33952  2.05987  0.059
H  -0.41522  -3.81952  1.92617  -0.011
H  3.54858  -2.69032  1.30477  0.031
H  3.71518  -2.95762  -0.42803  0.029
H  3.93608  -4.28082  0.69137  0.059
H  -0.07982  -3.42172  -1.46053  0.000
H  0.44918  -5.08022  -1.51853  0.056
H  1.50268  -3.81522  -2.12993  0.039
Br  -1.54022  -1.73712  -5.46503  0.726
C  -1.14452  0.07228  -5.89903  -0.733
C  -0.48382  0.35608  -7.08473  -0.114
C  -0.15782  1.66278  -7.39973  -0.058
C  -0.53172  2.69368  -6.55463  -0.065
C  -1.20272  2.41578  -5.37613  -0.156
C  -1.48712  1.10508  -5.03943  -0.709
I  -2.38112  0.70148  -3.17113  1.032
H  -0.22712  -0.44842  -7.75513  0.108
H  0.38498  1.87068  -8.30703  0.116
H  -0.29832  3.71528  -6.80433  0.114
H  -1.50542  3.21568  -4.71803  0.096

***

No. 2
Computed, not measured: a molecular structure, C31H37BrClGeMnNO4P2, with ωB97M-V/def2-TZVPD.

Results
LUMO level (alpha / beta)	-10.47 / -10.46	eV
orbital gap (alpha / beta)	5.41 / 5.43	eV
net charge	+3
HOMO (alpha / beta)	-15.9 / -15.9	eV
electronic energy	-231366.9625	eV

Each line ends with the Löwdin charge.
Element x y z (Å)
Mn  1.71330  -1.89835  1.47999  0.174
O  -1.91803  -4.04127  2.29876  -0.166
Cl  -1.46383  -2.82158  1.77038  0.809
O  -1.50625  -1.71073  2.58865  -0.231
O  -1.73982  -2.54657  0.43747  -0.246
O  0.30680  -3.03890  1.68290  -0.481
C  2.16665  -4.89153  -0.16786  -0.166
P  2.20710  -3.06176  -0.43482  0.880
C  0.89801  -2.73285  -1.54867  -0.218
C  3.89319  -2.67491  -1.12423  -0.320
C  4.85296  -2.24357  0.02831  -0.327
P  3.98982  -1.01199  1.10300  0.867
C  4.78003  -0.55965  2.62879  -0.208
C  3.99227  0.47042  0.07510  -0.213
H  1.75228  -5.43957  -1.07790  0.105
H  1.60647  -5.08206  0.73394  0.034
H  3.21891  -5.24148  -0.16584  0.067
H  1.23176  -3.06164  -2.49492  0.064
H  0.56897  -1.71312  -1.64865  0.061
H  0.09119  -3.38711  -1.35641  0.054
H  3.84065  -1.95013  -1.94986  0.101
H  4.23628  -3.61753  -1.59320  0.107
H  5.80331  -1.76562  -0.36700  0.128
H  5.11341  -3.18549  0.55842  0.104
H  5.71533  0.00180  2.47800  0.087
H  5.10300  -1.45473  3.21600  0.076
H  4.08341  0.01144  3.24288  0.050
H  5.04912  0.71513  -0.08097  0.084
H  3.44815  1.20098  0.66913  0.061
H  3.44525  0.38811  -0.84552  0.052
C  0.83315  2.10750  5.12131  0.002
C  1.36737  0.72294  4.90598  -0.226
C  1.88832  -0.08910  5.86953  0.046
C  2.29377  -1.38658  5.59156  -0.017
C  2.14935  -1.84010  4.29648  -0.685
Br  2.68827  -3.51411  3.63207  0.960
N  1.58846  -1.06793  3.35943  -0.073
C  1.21267  0.18794  3.65949  -0.062
H  1.45789  2.73750  5.68078  0.081
H  -0.11531  1.91754  5.60966  0.109
H  0.62597  2.67068  4.21107  0.092
H  2.02613  0.27590  6.84503  0.135
H  2.68686  -2.07850  6.33580  0.138
H  0.86657  0.83167  2.83124  0.140
C  1.44181  -0.71061  0.64637  -0.043
Ge  -3.10275  1.90079  -2.41614  1.346
C  -1.80841  3.29531  -2.41820  -0.300
C  -1.37608  4.00372  -3.56291  -0.069
C  -0.58136  5.16088  -3.44952  -0.039
C  -0.31584  5.68237  -2.19664  -0.023
C  -0.64175  4.91769  -1.06277  -0.043
C  -1.41053  3.78099  -1.17810  -0.135
C  -3.28661  0.84524  -3.98801  -0.323
C  -4.44317  0.02291  -4.16367  -0.064
C  -4.58691  -0.61495  -5.41092  -0.044
C  -3.63733  -0.46110  -6.41526  -0.030
C  -2.55160  0.34815  -6.18302  -0.046
C  -2.46207  1.07739  -5.02013  -0.139
C  -3.90135  1.51992  -0.75607  -0.327
C  -3.98993  0.19742  -0.34741  -0.127
C  -4.39247  -0.20489  0.91467  -0.064
C  -4.81532  0.74023  1.86451  -0.022
C  -4.51080  2.04094  1.51123  -0.056
C  -4.11287  2.48221  0.22384  -0.090
H  -1.64136  3.63756  -4.57223  0.101
H  -0.22753  5.67912  -4.29911  0.108
H  0.24975  6.58288  -2.18921  0.114
H  -0.19053  5.18925  -0.14196  0.103
H  -1.62376  3.17462  -0.35101  0.070
H  -5.27450  -0.13937  -3.48876  0.110
H  -5.43867  -1.28090  -5.59460  0.125
H  -3.63542  -1.12064  -7.25295  0.119
H  -1.74405  0.35722  -6.85901  0.109
H  -1.65064  1.78011  -4.90927  0.082
H  -3.82744  -0.55340  -1.09950  0.094
H  -4.42068  -1.28871  1.04558  0.112
H  -5.31154  0.44773  2.76113  0.116
H  -4.78617  2.82120  2.24472  0.126
H  -4.04135  3.55759  0.02908  0.120